Here is 6 unconnected molecules or ions with the total composition C32H54F18NO12PS7 at a distorted geometry from the Open Molecules 2025 dataset. Energies are from ωB97M-V/def2-TZVPD.

The geometry in XYZ format:
```
125
Properties=species:S:1:pos:R:3:forces:R:3
C 0.432523 0.186733 0.408725 0.01 0.13 -0.67
C 0.528795 1.470354 -0.409744 -0.36 -0.72 0.86
N -0.647214 2.305744 -0.139217 0.13 0.18 -1.05
P -0.883305 3.714430 -1.043020 -0.09 0.69 0.80
C -0.014577 3.524266 -2.637654 0.35 -0.53 0.00
C 1.504458 3.812398 -2.502884 -0.72 0.05 -0.10
C 2.267235 3.010641 -3.551427 0.11 0.40 0.02
C 3.787964 3.062605 -3.398565 -0.66 -0.17 -0.06
C 4.356638 2.237386 -2.250983 0.23 1.06 0.10
F 3.417916 1.692559 -1.442801 0.15 -0.34 -0.30
F 5.069947 3.092392 -1.440284 0.05 -0.19 0.07
C 5.414162 1.175817 -2.637179 0.64 -0.07 0.60
F 6.452091 1.805043 -3.233499 -0.55 -0.19 0.08
F 5.896222 0.610625 -1.509000 -0.27 0.14 -0.51
S 4.850868 -0.203533 -3.796380 0.85 -0.75 0.27
F 4.692417 -1.222174 -2.595000 -0.23 0.04 0.05
F 3.335139 0.191349 -3.655268 -0.26 0.19 -0.06
F 5.028812 0.759776 -5.026926 -0.15 0.18 -0.27
F 6.371927 -0.663334 -3.940513 -0.03 0.05 -0.04
F 4.434884 -1.350627 -4.792521 -0.02 -0.03 -0.03
S -2.970528 3.525875 -1.716956 -0.25 1.17 -0.77
O -3.888726 4.044833 -0.741829 0.10 -0.74 0.60
O -3.023691 4.185479 -3.003750 0.21 -0.52 -0.29
C -3.304187 1.690862 -1.960245 0.28 -0.49 0.46
F -2.182238 1.181618 -2.534709 -0.16 0.03 -0.01
F -3.434627 1.132280 -0.741580 -0.12 0.17 -0.38
C -4.545678 1.339222 -2.823559 -0.41 0.91 0.39
F -5.214162 0.291519 -2.299793 0.20 0.00 -0.28
F -5.381713 2.405629 -2.745303 0.11 -0.19 -0.05
C -4.269793 1.104480 -4.327960 -0.31 -0.50 -0.37
F -5.447545 1.257087 -4.967058 0.03 -0.07 0.08
F -3.429751 2.022174 -4.814960 0.02 -0.03 0.26
C -3.728208 -0.341809 -4.669277 0.51 0.07 -0.63
F -4.647596 -1.029969 -5.362486 0.36 0.12 0.58
F -3.369167 -1.018809 -3.578109 -0.26 0.05 -0.38
F -2.641020 -0.219456 -5.457972 -0.41 -0.13 0.35
H 0.225272 0.396041 1.450844 0.05 0.00 0.23
H -0.355470 -0.436746 -0.001119 -0.21 -0.16 0.13
H 1.371720 -0.349789 0.300982 0.13 -0.16 0.21
H 0.576518 1.176230 -1.451524 -0.04 0.28 -0.28
H 1.426758 1.987326 -0.106699 0.29 0.15 -0.19
H -0.727804 2.501914 0.846771 0.16 0.11 0.18
H -0.167322 2.548664 -3.092200 -0.09 -0.16 0.05
H -0.436395 4.246935 -3.325469 -0.35 0.14 0.01
H 1.861322 3.644532 -1.492853 0.14 -0.20 0.15
H 1.609281 4.875715 -2.697663 0.36 0.20 0.06
H 2.057145 3.470619 -4.513910 -0.08 -0.08 -0.24
H 1.877748 2.000610 -3.609355 0.10 -0.22 0.10
H 4.239855 2.805335 -4.348671 0.15 -0.17 0.01
H 4.040482 4.099809 -3.211862 0.30 0.15 0.16
O -4.234797 -2.721949 1.947455 0.14 0.02 -0.05
S -4.864404 -2.900953 0.661658 -0.23 -0.13 -0.17
O -4.085797 -2.978887 -0.549462 0.20 0.07 0.13
C -5.966877 -4.304863 0.755844 -0.35 0.10 0.12
C -7.291390 -3.708393 1.221085 0.00 0.11 -0.05
C -7.475144 -2.410927 0.421628 0.02 -0.06 0.03
C -6.144105 -1.651398 0.471257 -0.34 0.14 -0.04
H -5.557850 -5.041140 1.438098 0.20 0.19 -0.16
H -6.055264 -4.727301 -0.244263 0.07 -0.01 -0.01
H -8.113161 -4.404365 1.062768 0.02 -0.04 0.02
H -7.242481 -3.479763 2.289062 0.01 -0.02 0.00
H -7.722295 -2.655096 -0.613425 0.02 -0.02 -0.01
H -8.287319 -1.801745 0.816420 0.00 0.02 -0.01
H -5.952844 -1.090902 -0.438608 0.15 0.02 0.03
H -6.090073 -0.987471 1.331786 0.11 -0.04 0.03
O 4.687492 5.142864 -6.839047 -0.07 -0.04 0.16
S 4.594961 3.810594 -7.379030 0.06 -0.08 -0.27
O 3.911164 2.764817 -6.659228 -0.10 0.14 0.14
C 3.954705 3.907306 -9.046322 0.03 0.04 -0.29
C 5.197232 4.070281 -9.916328 0.08 -0.01 0.08
C 6.234100 3.087378 -9.354897 -0.07 0.01 -0.01
C 6.242764 3.251997 -7.829573 0.24 -0.14 -0.22
H 3.257574 4.738680 -9.115830 -0.02 0.00 0.14
H 3.442248 2.968995 -9.256082 -0.01 -0.02 0.06
H 4.977205 3.872424 -10.963930 -0.01 0.00 -0.01
H 5.574504 5.091982 -9.838323 -0.03 0.01 -0.01
H 5.945730 2.066965 -9.613745 -0.02 0.00 0.01
H 7.224283 3.262804 -9.771846 0.01 0.00 0.01
H 6.449029 2.318197 -7.312409 -0.06 0.04 0.12
H 6.947173 4.016365 -7.508031 -0.08 0.06 0.06
O 0.251745 3.277710 4.228552 -0.13 0.02 -0.17
S 1.407523 2.986656 3.420059 0.29 -0.05 0.03
O 1.300834 2.934312 1.975653 -0.19 0.14 0.25
C 2.729705 4.098876 3.877413 0.25 0.12 0.17
C 3.466817 3.366837 4.996106 -0.07 -0.08 -0.01
C 3.569704 1.904581 4.548230 0.02 -0.10 -0.17
C 2.186949 1.488964 4.022808 0.32 -0.21 -0.01
H 2.308053 5.055441 4.177307 -0.12 -0.03 -0.08
H 3.366273 4.226859 3.002135 -0.04 -0.01 -0.04
H 4.446979 3.806524 5.174718 0.01 0.00 0.01
H 2.894911 3.426447 5.924589 -0.02 0.02 -0.01
H 4.298418 1.819320 3.737392 0.00 0.07 0.00
H 3.903604 1.262283 5.367327 -0.12 0.27 -0.52
H 2.253621 0.774748 3.204484 -0.11 0.07 -0.07
H 1.557617 1.092337 4.812494 -0.10 0.09 0.05
O 4.284210 0.801792 7.256345 -0.12 0.00 0.22
S 2.965287 0.418454 7.705932 -0.02 -0.40 0.60
O 1.772197 0.909326 7.067112 0.14 0.21 -0.19
C 2.898127 -1.366437 7.797817 0.07 -0.27 0.13
C 3.387977 -1.688468 9.206260 0.03 0.11 0.04
C 2.711238 -0.665714 10.128607 -0.01 -0.04 -0.06
C 2.864973 0.713894 9.475026 -0.06 -0.08 0.35
H 3.517465 -1.791707 7.011472 -0.02 0.11 -0.08
H 1.858697 -1.662526 7.660389 -0.02 0.05 -0.04
H 3.143927 -2.711387 9.487003 0.00 -0.01 -0.01
H 4.472700 -1.574447 9.258255 0.01 -0.02 -0.03
H 1.652224 -0.910095 10.228014 -0.01 0.00 -0.02
H 3.143741 -0.674109 11.127440 0.00 0.02 0.01
H 2.015353 1.362058 9.672921 0.03 0.08 -0.12
H 3.786668 1.205804 9.778996 0.03 0.02 -0.11
O -4.825612 -6.975163 1.886341 0.01 0.00 -0.09
S -6.096322 -7.536417 2.266994 -0.17 -0.52 0.26
O -7.312385 -7.197314 1.571399 0.14 0.21 -0.15
C -5.921187 -9.315127 2.334661 0.07 -0.26 0.16
C -5.462375 -9.592735 3.762975 0.00 0.11 0.04
C -6.318430 -8.689912 4.661705 0.00 -0.04 -0.06
C -6.324255 -7.290289 4.032899 -0.06 -0.10 0.34
H -5.210786 -9.635701 1.576634 -0.03 0.12 -0.08
H -6.901469 -9.749035 2.140250 -0.02 0.04 -0.03
H -5.576175 -10.644633 4.019280 0.00 -0.01 0.00
H -4.407881 -9.331356 3.872108 0.01 -0.02 -0.03
H -7.337276 -9.079415 4.703909 0.00 0.00 -0.02
H -5.938441 -8.657725 5.681333 0.00 0.01 0.01
H -7.263674 -6.768346 4.194977 0.02 0.09 -0.11
H -5.495008 -6.682325 4.389411 0.03 0.03 -0.11
```
Forces are in eV/Å.

Summary:
Kohn-Sham gap = 8.4 eV
Energy above the lowest of the compared OMol25 structures with the same formula, charge and spin = 0.000 eV
Total charge = 0
F_max = 1.419 eV/A
Lowest unoccupied orbital energy = 0.464 eV
SMILES = CCNP(CCCCC(F)(F)C(F)(F)S(F)(F)(F)(F)F)S(=O)(=O)C(F)(F)C(F)(F)C(F)(F)C(F)(F)F.O=S1(=O)CCCC1.O=S1(=O)CCCC1.O=S1(=O)CCCC1.O=S1(=O)CCCC1.O=S1(=O)CCCC1



Here is a molecular structure, C32H54F6N8O6PSn at a distorted geometry from the Open Molecules 2025 dataset. Energies are from ωB97M-V/def2-TZVPD.

The geometry in XYZ format:
```
108
Properties=species:S:1:pos:R:3:forces:R:3
Sn 0.142362 -1.406784 -1.101712 -0.09 -0.62 -0.39
N 0.260262 -1.943984 2.079088 -0.19 0.15 -0.04
C 0.909962 -2.978484 2.862388 0.20 -0.04 0.30
C 2.074962 -3.592584 2.090588 -0.32 -0.18 -0.43
C 1.554562 -4.072584 0.705388 0.50 -0.06 0.99
O 1.223562 -5.248984 0.604388 -0.21 -0.50 0.01
O 1.510862 -3.188284 -0.194012 -0.05 0.93 -1.05
H 0.874962 -1.157884 1.909088 -0.01 0.15 0.01
H -0.554838 -1.579284 2.551788 -0.01 0.09 -0.04
H 0.170062 -3.763584 3.046488 0.05 0.01 0.08
H 1.269362 -2.611384 3.846288 -0.11 -0.19 -0.20
H 2.474462 -4.448784 2.636288 -0.01 0.06 0.00
H 2.868562 -2.857384 1.949288 0.04 0.09 0.08
C -3.071938 -0.357084 -1.801012 0.13 -0.06 0.01
N -3.100438 -1.051084 -0.527312 -0.23 0.02 0.11
C -3.585538 -0.177084 0.519288 0.01 0.11 0.02
C -3.892438 -2.264084 -0.610112 0.14 -0.30 -0.12
C -3.143838 -3.404684 -1.299312 -0.22 0.30 -0.02
N -1.869138 -3.722384 -0.685912 -0.07 0.05 -0.02
C -1.251738 -4.810284 -1.422912 0.20 -0.09 -0.15
C -2.025838 -4.086984 0.708588 0.02 0.12 0.05
H -4.084838 -0.120684 -2.173612 0.00 -0.03 0.03
H -2.543238 -0.963184 -2.533212 -0.04 0.01 -0.21
H -2.522038 0.571016 -1.681112 0.12 0.14 -0.06
H -4.602238 0.212416 0.318188 0.02 -0.06 -0.02
H -2.897938 0.659716 0.616988 -0.02 0.03 0.07
H -3.605838 -0.718584 1.466788 0.01 0.03 0.04
H -4.836138 -2.081284 -1.161812 0.05 -0.05 0.09
H -4.168538 -2.577984 0.401388 0.03 0.08 -0.07
H -2.941738 -3.143584 -2.338912 -0.02 -0.02 -0.09
H -3.807838 -4.295484 -1.298012 0.09 0.10 -0.02
H -1.929338 -5.675084 -1.521712 -0.05 -0.02 0.03
H -0.345338 -5.119684 -0.912112 0.09 -0.07 -0.01
H -0.980838 -4.446284 -2.408412 -0.02 -0.04 -0.19
H -2.863938 -4.789784 0.852688 -0.02 -0.03 0.03
H -2.188238 -3.194784 1.310188 -0.10 0.04 0.11
H -1.110738 -4.561284 1.042188 0.12 -0.07 0.12
O 1.205562 3.118116 -1.797512 0.48 0.68 0.27
C 0.593162 2.153216 -2.249612 -0.80 0.31 -1.31
O 0.559962 0.981116 -1.828212 0.03 -1.05 0.35
H -0.037838 2.354116 -3.177012 0.24 -0.16 0.39
C -1.305538 -2.974184 -5.332412 0.24 0.15 0.23
C -0.178238 -2.317284 -4.500912 0.29 -0.06 -0.89
O -0.492438 -2.184484 -3.212512 0.01 0.24 1.64
C 0.123762 -0.926984 -5.111812 -0.19 0.13 -0.60
F -0.903738 -0.096684 -4.904212 -0.28 0.13 0.25
F 0.307362 -0.935084 -6.456012 -0.04 -0.22 -0.12
F 1.213262 -0.350384 -4.609112 0.32 0.15 0.37
C 1.083662 -3.195984 -4.687612 0.19 -0.23 -0.49
F 1.474362 -3.283584 -5.986112 -0.05 0.12 -0.15
F 2.148662 -2.764984 -4.017812 0.13 0.17 0.42
F 0.854562 -4.457684 -4.308312 -0.20 -0.21 0.33
H -2.175838 -2.324484 -5.316112 -0.08 0.06 0.02
H -1.556838 -3.919184 -4.857612 -0.03 -0.03 0.02
H -0.993938 -3.148184 -6.359312 -0.06 -0.02 -0.08
O -0.548138 0.799916 1.009388 -0.15 -0.34 -0.36
P -0.239238 2.087616 1.651988 0.01 0.94 1.33
N 1.376362 2.299216 1.974088 -0.84 0.17 -0.30
C 2.357162 2.132016 0.897888 0.22 -0.19 -0.62
C 3.663762 2.710816 1.450388 -0.08 -0.03 0.04
C 3.196162 3.675316 2.539188 -0.01 -0.18 0.00
C 1.981462 2.956116 3.116988 0.08 0.15 0.45
N -0.980038 3.380716 0.893188 0.79 -0.66 0.04
C -1.806838 3.213616 -0.296912 -0.43 -0.23 -0.29
C -1.624738 4.510116 -1.078112 0.01 0.01 0.08
C -1.391138 5.522616 0.036188 0.04 -0.09 -0.03
C -0.477238 4.743116 0.976288 0.18 0.28 0.32
N -0.862838 2.230516 3.242988 0.35 -0.08 -0.82
C -0.751138 1.016016 4.027988 0.09 -0.28 0.46
C -1.565038 1.333916 5.278688 -0.01 -0.03 -0.02
C -2.746038 2.138016 4.714488 0.03 -0.02 0.02
C -2.253938 2.660016 3.351888 -0.29 0.35 -0.14
H 2.040762 2.660716 -0.008112 0.03 -0.16 0.14
H 2.438062 1.072516 0.636988 0.09 0.13 -0.02
H 4.242262 3.220416 0.681888 0.03 -0.08 -0.09
H 4.290962 1.923616 1.877188 0.00 0.02 0.05
H 2.890762 4.620216 2.089688 -0.03 0.09 0.00
H 3.965962 3.869516 3.285388 -0.03 0.07 0.05
H 1.278962 3.620116 3.620788 0.03 -0.06 -0.01
H 2.318562 2.200316 3.843488 -0.05 0.11 0.05
H -2.860438 3.102216 0.000888 0.04 -0.10 -0.08
H -1.499938 2.332016 -0.856612 -0.07 0.00 0.00
H -2.488938 4.752016 -1.694012 -0.03 -0.05 -0.07
H -0.731938 4.436516 -1.695412 0.01 0.00 -0.09
H -2.337138 5.744716 0.533288 -0.03 0.10 0.08
H -0.944838 6.450116 -0.317312 0.03 0.06 0.07
H -0.532738 5.098916 2.008288 0.07 0.12 0.05
H 0.561262 4.807416 0.635088 0.04 -0.01 0.01
H 0.294662 0.785916 4.234988 0.01 -0.09 0.00
H -1.199438 0.161616 3.499188 0.05 0.03 0.05
H -0.981638 1.946316 5.968288 0.06 -0.02 -0.03
H -1.886738 0.434116 5.804988 0.05 0.03 0.02
H -3.041038 2.951716 5.377688 -0.02 -0.04 -0.01
H -3.612438 1.492416 4.572788 -0.04 0.02 0.03
H -2.291538 3.750016 3.279888 -0.15 -0.09 -0.04
H -2.866338 2.243216 2.542088 -0.06 0.07 0.05
N 7.675962 1.680416 -0.392212 0.30 0.18 0.06
C 6.666062 1.196616 -0.638412 0.55 0.31 0.09
C 5.430762 0.570216 -0.917912 -1.10 -0.58 -0.19
C 4.910162 -0.360284 -0.018112 0.10 0.15 -0.17
C 3.712462 -0.973184 -0.344612 0.15 -0.23 0.30
N 3.018162 -0.691384 -1.435412 -0.42 -0.25 0.01
C 3.498562 0.207416 -2.275612 0.15 0.31 -0.15
C 4.711462 0.852416 -2.078612 0.12 -0.05 0.20
H 5.427962 -0.583684 0.905088 -0.02 -0.08 -0.05
H 3.274062 -1.735584 0.282088 -0.03 -0.07 0.10
H 2.881562 0.431116 -3.129312 -0.05 0.07 -0.16
H 5.087862 1.560416 -2.798912 -0.02 0.09 -0.07
```
Forces are in eV/Å.

Summary:
Kohn-Sham gap = 7.8 eV
Energy above the lowest of the compared OMol25 structures with the same formula, charge and spin = 1.065 eV
Total charge = -1
F_max = 1.662 eV/A
Lowest unoccupied orbital energy = 2.037 eV